22
Properties=species:S:1:pos:R:3:forces:R:3 method="wB97M-V/def2-TZVPD" multiplicity=1 gap_ev=8.93 charge=+2
O -0.2237 -2.3776 -0.5283 1.5798 -1.5686 -1.6397
C -0.0182 -2.9987 0.7242 0.0302 1.0146 0.8216
C 0.1876 -1.7976 1.6200 0.3794 0.0054 2.3496
O -1.0028 -0.7861 1.3834 0.1824 -3.0693 1.2615
C -0.8829 0.5364 1.4119 3.5411 3.1734 1.8640
O -1.0639 0.9211 0.1009 -0.1671 -0.3344 0.1756
O -0.4284 1.2117 2.2724 -1.3672 -0.9265 -0.8116
Li 0.9232 -2.8064 -1.8995 0.2249 -0.2396 -0.2890
Sn -1.6761 -1.0837 -0.5279 -3.9962 -0.2673 -3.2171
H 0.9004 -3.6048 0.7274 -0.2564 0.1445 0.2050
H -0.8644 -3.6226 1.0469 0.1878 0.1054 -0.2164
H 1.1272 -1.2640 1.4417 -0.4102 0.1631 -0.1867
H 0.1058 -2.0495 2.6810 0.0007 0.2344 -0.1502
O 1.0177 1.7229 -2.0255 -0.7733 -0.0560 -0.8040
C 1.6872 1.9951 -0.9028 2.3125 -0.6806 0.2336
C -0.3442 2.1405 -1.8763 -0.1019 -0.1778 -0.0673
O 2.8625 1.8953 -0.7453 -1.2936 0.1742 -0.1861
O 0.8105 2.2875 0.0899 -1.1431 0.1243 0.6792
C -0.5075 2.1549 -0.3592 0.8396 2.3344 -0.0610
H -1.0060 1.4317 -2.3816 0.1051 0.1265 -0.0137
H -0.4837 3.1354 -2.3110 -0.0020 -0.1384 0.1700
H -1.1203 2.9584 0.0575 0.1274 -0.1418 -0.1173



29
Properties=species:S:1:pos:R:3:forces:R:3 method="wB97M-V/def2-TZVPD" multiplicity=1 gap_ev="8.12 / 5.83" de_lowest_ev=5.006 charge=+1
C 2.0250 0.5841 -3.4680 0.6335 -2.2448 -1.4132
C 0.5447 0.7167 -3.3312 0.8373 1.8643 0.0960
C 1.3782 0.4775 -2.1018 -0.1724 -1.3768 -0.6409
C -1.3007 -0.3099 2.9302 1.0859 0.4806 3.5055
C 1.1113 -1.1609 2.1644 -1.4406 0.2396 0.2052
C -1.7869 -0.2878 -0.1386 -1.9845 0.6176 -0.1729
C -0.4150 1.3533 0.9069 2.7846 0.2775 0.8337
C -0.4823 -0.9764 1.8452 3.0390 0.6152 -0.8132
N -0.5854 -0.0849 0.6136 0.5094 1.3451 0.8418
O 0.2233 -1.8219 -1.7921 0.8906 -0.2672 0.0809
S 1.3877 -1.0942 -1.2541 -2.1489 0.9185 -0.6204
H 2.3264 -0.3620 -4.0626 -0.2885 1.5052 1.4942
H 2.7007 1.4085 -3.6296 -0.2081 0.2176 -0.0470
H 0.1834 1.7379 -3.4965 -0.2082 -0.4853 0.4519
H -0.0475 -0.0516 -3.7277 -0.6784 -0.9781 -0.3570
H 1.4869 1.2890 -1.4522 0.5105 1.0642 0.9946
H -2.2264 -0.2797 2.4841 -2.6176 0.5551 -0.3505
H -1.4370 -0.8112 3.9427 0.3978 -0.3668 -1.6304
H -1.0369 0.7343 3.3831 0.1035 -1.6822 -1.6924
H 1.5187 -1.2510 1.0946 0.0876 -0.0406 2.2023
H 1.2817 -2.1188 2.8269 -0.2047 2.0676 -1.4129
H 1.4616 -0.1800 2.7094 -0.3544 -2.1387 -1.0951
H -2.7193 -0.0135 0.6112 1.9431 -1.0189 -1.8988
H -1.8666 0.5241 -0.9696 0.2075 -1.7979 1.1861
H -1.8161 -1.3760 -0.4960 -0.3227 1.6895 0.2571
H -0.2148 1.9539 0.0017 -0.0396 -0.5391 0.2368
H -1.2889 1.7718 1.3716 -0.5607 0.0584 0.1848
H 0.4721 1.5125 1.6646 -1.6971 -0.3552 -1.6406
H -0.8781 -1.8840 1.3698 -0.1039 -0.2245 1.2141



66
Properties=species:S:1:pos:R:3:forces:R:3 method="wB97M-V/def2-TZVPD" multiplicity=1 gap_ev=8.57 de_lowest_ev=2.898 charge=0
C -2.3530 -1.7216 2.6351 0.0905 0.4317 -0.2552
C -2.6303 -0.3464 2.0467 -0.4737 -0.3550 0.3956
O -1.4233 0.1250 1.4610 0.1618 0.0349 -0.2048
C -1.2992 1.4030 1.0308 -0.0050 0.2275 -0.0239
C -0.0040 1.7687 0.6686 -0.1442 0.1786 -0.0344
C 0.3081 3.0485 0.2219 -0.7850 -0.2631 0.2531
C 1.6570 3.3923 -0.1767 0.8721 0.2850 -0.2580
N 2.5744 2.5124 -0.1924 -0.8474 -0.1562 0.0917
N 3.8182 2.8166 -0.5744 0.3535 1.0840 -0.2299
C 4.7922 1.8546 -0.7031 -0.0491 -0.0385 -0.0221
O 5.8715 2.1304 -1.1781 0.0345 -0.0516 -0.0474
C 4.3591 0.5100 -0.2408 0.1245 -0.3905 0.1241
C 4.4597 -0.5781 -1.0998 0.0318 0.2523 0.0342
C 3.9401 -1.8038 -0.7278 -0.0622 -0.0621 0.1398
C 3.3347 -1.9661 0.5123 0.1585 0.0121 0.0588
C 2.6417 -3.2523 0.8573 -0.0739 -0.0885 -0.0779
N 1.4266 -3.4055 0.0619 0.0470 0.0069 0.0282
C 0.7022 -4.6027 0.4490 -0.2475 -0.0427 -0.2318
C -0.5383 -4.7556 -0.4302 0.2298 -0.2704 0.1589
O -1.3870 -3.6377 -0.3204 -0.1642 -0.0540 0.0739
C -0.6923 -2.4686 -0.6943 0.2346 0.3536 0.1259
C 0.5469 -2.2500 0.1682 -0.3191 -0.0738 -0.2537
C 3.3079 -0.8933 1.3954 0.0845 -0.0562 -0.0022
C 3.8072 0.3389 1.0235 0.1600 -0.0904 -0.0771
C -0.7063 4.0051 0.1588 0.2447 -0.1310 -0.0673
C -1.9936 3.6529 0.4958 -0.1633 -0.1826 0.1314
C -2.3199 2.3639 0.9117 0.0096 0.0103 0.0079
O -3.6376 2.0711 1.2103 0.3478 0.1766 0.2366
C -4.5285 2.0998 0.0953 -0.1307 -0.1203 -0.2838
C -4.2599 0.9429 -0.8327 -0.0776 0.0989 0.1141
C -3.2202 1.0127 -1.7526 -0.0467 0.0337 -0.0339
C -2.9034 -0.0841 -2.5347 0.0640 0.0080 -0.0639
C -3.6229 -1.2603 -2.4083 0.0082 -0.0325 -0.0352
C -4.6642 -1.3356 -1.4993 -0.0546 -0.0969 0.0308
C -4.9779 -0.2412 -0.7125 -0.0079 0.1254 -0.0681
H -1.5245 -1.6682 3.3372 0.0776 -0.0455 0.1025
H -3.2372 -2.0746 3.1586 -0.1031 -0.0534 0.0576
H -2.1086 -2.4256 1.8439 0.0308 -0.1408 -0.0317
H -2.9592 0.3498 2.8267 0.0313 -0.0759 -0.1515
H -3.4155 -0.4243 1.2879 0.1588 0.0935 0.1690
H 0.7750 1.0264 0.7321 0.1000 -0.1626 0.0421
H 1.8417 4.4325 -0.4737 0.0553 -0.0605 0.0095
H 4.0504 3.7634 -0.8900 -0.0035 -0.3729 0.0896
H 4.9174 -0.4451 -2.0686 0.0498 0.0162 -0.0949
H 3.9773 -2.6393 -1.4101 -0.0095 -0.0991 -0.0991
H 3.2862 -4.1068 0.6277 -0.0111 0.0232 0.1139
H 2.4143 -3.2713 1.9388 0.0361 -0.0050 -0.0622
H 1.3536 -5.4698 0.3151 -0.0226 -0.0278 0.0431
H 0.3873 -4.5587 1.5085 0.0390 -0.0165 -0.0409
H -1.1254 -5.6220 -0.1197 0.0840 0.0059 -0.0497
H -0.2231 -4.8818 -1.4769 -0.0240 -0.0345 0.0672
H -1.3880 -1.6378 -0.5726 0.0769 -0.0018 -0.0379
H -0.3899 -2.5419 -1.7496 -0.0183 0.0414 0.0324
H 1.0733 -1.3665 -0.1946 -0.0750 0.0476 0.0477
H 0.2361 -2.0712 1.2102 0.0251 0.0468 0.0080
H 2.8634 -1.0161 2.3726 -0.0637 -0.0349 0.0958
H 3.7591 1.1705 1.7093 -0.0524 0.0784 0.0441
H -0.4868 5.0129 -0.1604 0.0355 0.1114 -0.0410
H -2.7858 4.3857 0.4406 -0.0857 0.0374 0.0193
H -5.5248 2.0265 0.5370 0.0792 0.0493 -0.1162
H -4.4401 3.0517 -0.4430 -0.0293 -0.0790 0.1139
H -2.6524 1.9271 -1.8533 0.0409 0.0892 -0.0169
H -2.0884 -0.0194 -3.2401 0.0724 -0.0075 -0.0743
H -3.3701 -2.1183 -3.0121 0.0276 -0.0898 -0.0579
H -5.2261 -2.2515 -1.3952 -0.0468 -0.0878 0.0023
H -5.7857 -0.3031 0.0032 -0.0805 -0.0078 0.0818



22
Properties=species:S:1:pos:R:3:forces:R:3 method="wB97M-V/def2-TZVPD" multiplicity=1 gap_ev=10.24 de_lowest_ev=3.128 charge=+1
C -1.9570 0.0330 -0.1570 2.8214 -1.8098 -3.1494
C 0.6332 1.3059 0.3819 -1.5519 1.2043 -1.0492
C 0.9592 -1.0434 1.0420 1.2576 -0.2680 -0.8152
C 1.9169 -0.2367 -1.1778 -0.5780 0.6128 1.1059
C 0.7709 -0.1021 -0.1610 -0.0880 1.8243 1.3242
N -2.6046 -0.9166 0.4547 -0.8792 -0.5469 1.2606
N -2.5627 1.1133 -0.5949 1.0071 0.1569 0.0070
N -0.3354 -0.3784 -1.0218 -4.0846 -0.0583 1.4833
H -0.2409 1.6061 0.9565 -0.6209 -1.1812 0.4901
H 1.3871 1.6137 1.0098 2.2130 0.2396 1.3659
H 0.5441 2.1234 -0.3244 0.5243 -0.1976 -1.1039
H 2.0251 -1.2454 1.1105 0.2195 -0.1442 0.0532
H 0.5058 -2.0142 0.9360 -0.3938 -0.4654 -0.2610
H 0.7355 -0.6593 2.0055 -0.7461 0.6619 0.7049
H 1.5863 0.0219 -2.1593 -0.1580 0.0603 -0.6892
H 2.6934 0.4493 -0.8960 0.7012 -0.0955 0.1575
H 2.1635 -1.2576 -1.0792 1.0820 -1.0854 -0.5443
H -3.6034 -0.7623 0.7045 1.0605 -0.3727 -0.1420
H -2.1607 -1.7707 0.8274 -0.2712 0.9776 -0.4476
H -3.4886 1.3571 -0.2763 -0.0614 0.0883 -0.0358
H -2.0810 1.7614 -1.2208 -0.1419 -0.4202 0.3856
H -0.2453 -1.4226 -1.1102 -1.3116 0.8193 -0.1006